(1)
The following is a DFT calculation (ωB97M-V/def2-TZVPD) of 2 unconnected molecules or ions with the total composition C3H5O4.

```
! wB97M-V def2-TZVPD RIJCOSX def2/J DEFGRID3
* xyz -1 1
O -3.056 2.751 0.182
C -2.235 1.857 0.187
O -0.998 2.004 0.558
H -2.507 0.831 -0.100
H -0.556 1.067 0.510
O -0.176 -0.402 0.459
C 0.925 -0.446 -0.181
O 1.442 0.483 -0.816
C 1.656 -1.786 -0.185
H 2.732 -1.651 -0.081
H 1.309 -2.440 0.614
H 1.462 -2.267 -1.146
*
```

Calculated values
- Energy above the lowest of the compared OMol25 structures with the same formula, charge and spin: 0.0 kJ/mol
- DFT total energy: -418.381932 hartree
- Highest occupied orbital energy: -5.07 eV
- Lowest unoccupied orbital energy: 4.14 eV
- Kohn-Sham gap: 0.3382 Ha


(2)
The following is a DFT calculation (ωB97M-V/def2-TZVPD) of 2 unconnected molecules or ions with the total composition C4H8N in a non-equilibrium geometry.

```
! wB97M-V def2-TZVPD RIJCOSX def2/J DEFGRID3
* xyz 1 1
C 1.882 0.145 -0.276
C 0.990 1.091 0.139
C 0.844 -0.952 -0.023
C -1.431 0.227 -0.338
N -0.104 0.167 0.293
H 2.825 0.111 -0.754
H 1.147 2.053 0.493
H 0.503 -1.816 -0.529
H 1.185 -1.452 0.850
H -1.231 0.498 -1.353
H -1.753 -0.856 -0.239
H -2.125 0.889 0.200
H -0.493 0.290 1.882
*
```

Calculated values
- Energy above the lowest of the compared OMol25 structures with the same formula, charge and spin: 394.0 kJ/mol
- DFT total energy: -211.521034 hartree
- Highest occupied orbital energy: -14.95 eV
- Lowest unoccupied orbital energy: -6.01 eV
- Kohn-Sham gap: 0.3285 Ha


(3)
The following is a DFT calculation (ωB97M-V/def2-TZVPD) of 2 unconnected molecules or ions with the total composition C5H13NO in a non-equilibrium geometry.

```
! wB97M-V def2-TZVPD RIJCOSX def2/J DEFGRID3
* xyz 0 1
C -1.904 -2.003 -0.059
C -0.971 -2.008 1.154
N 0.359 -1.901 0.926
O -1.411 -2.039 2.279
H -1.751 -2.801 -0.770
H -1.702 -1.017 -0.493
H -2.881 -1.945 0.401
H 1.089 -1.954 1.624
H 0.692 -1.924 -0.010
C -0.239 1.944 0.280
C 0.581 1.802 -1.045
C 1.887 1.071 -0.794
H 0.066 1.120 0.923
H -1.302 1.853 0.081
H -0.015 2.911 0.716
H -0.111 1.534 -1.845
H 0.871 2.810 -1.370
H 2.401 1.578 0.026
H 1.765 0.058 -0.399
H 2.575 0.910 -1.625
*
```

Calculated values
- SMILES: CC(N)=O.CCC
- Energy above the lowest of the compared OMol25 structures with the same formula, charge and spin: 45.8 kJ/mol
- DFT total energy: -328.301419 hartree
- Highest occupied orbital energy: -9.73 eV
- Lowest unoccupied orbital energy: 0.80 eV
- Kohn-Sham gap: 0.3871 Ha


(4)
The following is a DFT calculation (ωB97M-V/def2-TZVPD) of a molecular structure, C3H5NO2S in a non-equilibrium geometry.

```
! wB97M-V def2-TZVPD RIJCOSX def2/J DEFGRID3
* xyz 0 1
C 2.188 -0.116 -0.526
C 0.145 -0.119 0.896
C -2.513 0.437 -0.196
H 3.124 0.527 -0.538
H 1.469 -0.017 -1.316
H 2.478 -1.184 -0.515
H -0.427 0.364 1.738
H -3.644 0.382 -0.545
N -0.311 -0.939 0.085
O 1.417 0.325 0.691
O -2.049 1.540 0.054
S -1.877 -1.200 0.172
*
```

Calculated values
- Energy above the lowest of the compared OMol25 structures with the same formula, charge and spin: 219.0 kJ/mol
- DFT total energy: -720.663085 hartree
- Highest occupied orbital energy: -9.03 eV
- Lowest unoccupied orbital energy: 0.55 eV
- Kohn-Sham gap: 0.3520 Ha


(5)
The following is a DFT calculation (ωB97M-V/def2-TZVPD) of 2 unconnected molecules or ions with the total composition CH7NO in a non-equilibrium geometry.

```
! wB97M-V def2-TZVPD RIJCOSX def2/J DEFGRID3
* xyz 0 1
C -1.921 -0.369 -0.007
N -0.753 0.660 0.008
H -1.865 -1.039 0.827
H -3.063 -0.099 -0.246
H -1.820 -1.089 -0.814
H -1.000 1.128 -0.779
H -0.856 1.486 0.639
O 3.948 0.060 -0.096
H 4.443 -0.734 0.257
H 2.888 -0.003 0.211
*
```

Calculated values
- SMILES: CN.O
- Energy above the lowest of the compared OMol25 structures with the same formula, charge and spin: 140.0 kJ/mol
- DFT total energy: -172.224827 hartree
- Highest occupied orbital energy: -10.10 eV
- Lowest unoccupied orbital energy: 0.94 eV
- Kohn-Sham gap: 0.4056 Ha


(6)
The following is a DFT calculation (ωB97M-V/def2-TZVPD) of a molecular structure, C19H20Cl2N5O6S2V.

```
! wB97M-V def2-TZVPD RIJCOSX def2/J DEFGRID3
* xyz 1 4
V -1.269 -1.145 0.370
Cl 4.644 -3.806 3.784
C 3.433 -3.082 2.787
C 3.835 -2.300 1.688
C 2.909 -1.708 0.874
Cl 3.415 -0.741 -0.458
C 1.511 -1.855 1.102
O 0.669 -1.262 0.323
C 1.133 -2.657 2.216
C -0.222 -2.927 2.512
O -1.231 -2.534 1.863
C 2.111 -3.258 3.052
H 4.889 -2.166 1.487
H -0.414 -3.544 3.397
H 1.797 -3.861 3.894
C 3.720 3.368 -3.263
C 3.272 3.431 -1.807
S 1.552 3.873 -1.739
O 1.373 5.181 -2.300
O 0.770 2.764 -2.235
C 1.213 3.993 0.018
C -0.276 4.211 0.263
N -1.083 3.019 -0.040
C -1.063 1.886 0.684
N -1.768 0.928 0.087
C -2.265 1.462 -1.074
C -1.852 2.746 -1.156
N -2.166 3.668 -2.216
O -1.903 4.842 -2.051
O -2.707 3.187 -3.184
C -0.342 1.706 1.972
H 4.751 3.022 -3.304
H 3.661 4.349 -3.729
H 3.102 2.672 -3.829
H 3.817 4.194 -1.248
H 3.373 2.469 -1.304
H 1.768 4.852 0.396
H 1.584 3.089 0.502
H -0.650 5.027 -0.346
H -0.442 4.468 1.308
H -2.882 0.916 -1.767
H -0.300 2.629 2.547
H 0.678 1.353 1.806
H -0.866 0.962 2.570
S -3.256 -1.837 -0.956
C -3.561 -3.498 -0.764
N -3.159 -4.161 0.356
C -3.411 -5.472 0.559
C -4.097 -6.168 -0.383
C -4.496 -5.444 -1.520
N -4.241 -4.168 -1.707
H -2.641 -3.630 1.054
H -3.043 -5.892 1.484
H -4.324 -7.216 -0.264
H -5.050 -5.938 -2.311
*
```

Calculated values
- Energy above the lowest of the compared OMol25 structures with the same formula, charge and spin: 0.0 kJ/mol
- DFT total energy: -4121.776228 hartree
- Highest occupied orbital energy (spin up / spin down): -10.94 / -11.43 eV
- Lowest unoccupied orbital energy (spin up / spin down): -3.72 / -3.87 eV
- Kohn-Sham gap (spin up / spin down): 0.2653 / 0.2780 Ha


(7)
The following is a DFT calculation (ωB97M-V/def2-TZVPD) of a molecular structure, C14H32F5NS3SbSi4TeY in a non-equilibrium geometry.

```
! wB97M-V def2-TZVPD RIJCOSX def2/J DEFGRID3
* xyz -1 2
Y -1.765 4.668 -0.404
S -2.334 3.426 -2.480
Sb -4.375 2.798 -1.292
S -4.302 4.174 0.592
S -1.238 2.219 0.993
F -0.123 7.471 -0.676
C -0.817 6.948 0.448
F -0.079 7.338 1.529
C -2.137 7.668 0.459
F -2.150 8.895 -0.037
F -2.695 7.592 1.709
F -2.992 6.869 -0.376
C 2.675 -0.331 -0.685
Si 1.580 -1.743 -1.310
C 2.629 -3.315 -1.398
C 1.034 -1.257 -3.065
Si -0.363 -1.912 -0.087
Te -1.480 0.426 -0.591
Si -1.869 -3.542 -0.846
C -1.465 -5.319 -0.310
C -2.168 -3.463 -2.710
C -3.550 -3.217 -0.011
Si 0.053 -2.251 2.222
C -1.430 -1.560 3.090
C 1.581 -1.264 2.608
C 0.380 -4.022 2.719
H 3.556 -0.303 -1.343
H 3.031 -0.443 0.345
H 2.200 0.663 -0.715
H 3.483 -3.164 -2.083
H 2.040 -4.101 -1.868
H 2.969 -3.702 -0.421
H 2.007 -1.146 -3.564
H 0.481 -0.294 -3.178
H 0.434 -2.026 -3.587
H -0.499 -5.675 -0.690
H -2.207 -6.003 -0.852
H -1.586 -5.545 0.776
H -1.340 -3.960 -3.223
H -2.430 -2.490 -3.130
H -3.032 -4.139 -2.705
H -3.518 -2.751 1.014
H -3.981 -4.170 0.090
H -4.232 -2.643 -0.635
H -1.616 -0.482 2.930
H -1.274 -1.719 4.174
H -2.347 -2.098 2.844
H 1.505 -0.162 2.316
H 2.568 -1.675 2.259
H 1.586 -1.202 3.734
H -0.514 -4.642 2.635
H 0.657 -3.995 3.804
H 1.151 -4.508 2.177
C 3.844 3.937 0.642
C 3.163 3.752 -0.733
C 1.741 3.914 -0.703
N 0.623 4.268 -0.643
H 3.602 4.908 1.087
H 4.925 3.838 0.479
H 3.453 3.167 1.333
H 3.439 2.781 -1.165
H 3.517 4.514 -1.496
*
```

Calculated values
- DFT total energy: -4006.139580 hartree
- Highest occupied orbital energy (spin up / spin down): -2.95 / -3.90 eV
- Lowest unoccupied orbital energy (spin up / spin down): 2.26 / 2.25 eV
- Kohn-Sham gap (spin up / spin down): 0.1913 / 0.2262 Ha


(8)
The following is a DFT calculation (ωB97M-V/def2-TZVPD) of 2 unconnected molecules or ions with the total composition C4H6O2.

```
! wB97M-V def2-TZVPD RIJCOSX def2/J DEFGRID3
* xyz 0 1
C -1.104 -1.674 -0.327
C -1.494 -0.459 -0.096
C -1.863 0.755 0.191
O -1.073 1.868 0.133
H -1.162 -2.121 -1.309
H -0.714 -2.308 0.455
H -2.874 0.985 0.500
H -0.199 1.624 -0.194
C 2.621 0.330 0.164
O 1.754 0.807 -0.504
H 2.867 0.706 1.169
H 3.240 -0.514 -0.183
*
```

Calculated values
- SMILES: C=C=CO.C=O
- Energy above the lowest of the compared OMol25 structures with the same formula, charge and spin: 307.4 kJ/mol
- DFT total energy: -306.389231 hartree
- Highest occupied orbital energy: -8.60 eV
- Lowest unoccupied orbital energy: 0.47 eV
- Kohn-Sham gap: 0.3332 Ha


Among the records above, which one has the highest DFT total energy?
CH7NO


Which of these has the highest DFT total energy?
CH7NO


What did the second record say?
The following is a DFT calculation (ωB97M-V/def2-TZVPD) of 2 unconnected molecules or ions with the total composition C4H8N in a non-equilibrium geometry.

```
! wB97M-V def2-TZVPD RIJCOSX def2/J DEFGRID3
* xyz 1 1
C 1.882 0.145 -0.276
C 0.990 1.091 0.139
C 0.844 -0.952 -0.023
C -1.431 0.227 -0.338
N -0.104 0.167 0.293
H 2.825 0.111 -0.754
H 1.147 2.053 0.493
H 0.503 -1.816 -0.529
H 1.185 -1.452 0.850
H -1.231 0.498 -1.353
H -1.753 -0.856 -0.239
H -2.125 0.889 0.200
H -0.493 0.290 1.882
*
```

Calculated values
- Energy above the lowest of the compared OMol25 structures with the same formula, charge and spin: 394.0 kJ/mol
- DFT total energy: -211.521034 hartree
- Highest occupied orbital energy: -14.95 eV
- Lowest unoccupied orbital energy: -6.01 eV
- Kohn-Sham gap: 0.3285 Ha


Which formula does entry 3 have?
C5H13NO